[1]
{"formula": "C5H12N2", "method": "ωB97M-V with the def2-TZVPD basis set", "total_charge": 0, "lumo_ev": 0.9, "e_above_lowest_kj_mol": 237.4, "homo_ev": -9.41, "smiles": "[H]/N=C(/C)C(=C)C.N", "gap_ev": 10.30, "elements": ["N", "H", "H", "H", "H", "C", "C", "C", "H", "H", "H", "H", "C", "H", "H", "C", "H", "H", "N"], "coordinates": [[1.708922, -0.737823, 1.179249], [1.937612, -1.706057, 0.962326], [-2.153520, -0.152382, 1.280613], [-1.661257, -1.292241, -1.111718], [-0.523244, -1.863636, 0.111889], [-0.605691, -1.376343, -0.858506], [0.771452, 0.453525, -1.796526], [0.046854, -0.028255, -0.782878], [0.977829, -0.117098, -2.687458], [-0.554812, 0.007229, 1.992501], [-0.545703, 2.525143, -1.049378], [-0.142311, -1.998624, -1.624505], [-0.801654, 1.028690, 0.128841], [1.784819, 0.194374, 0.763534], [1.261592, 1.413632, -1.738099], [-1.332128, 0.544107, 1.447711], [2.424155, -0.541975, 1.876091], [-1.677460, 1.388503, 2.040801], [-0.915454, 2.259230, -0.134489]], "forces_ev_per_angstrom": [[1.115, 0.933, 3.077], [-0.140, 0.975, -1.756], [-0.121, -0.053, 0.087], [-0.132, 0.104, 0.100], [-0.093, -0.206, -0.020], [0.365, -0.158, 0.177], [0.339, -0.158, 0.755], [-3.241, 2.068, -1.046], [0.346, -0.405, 0.095], [-0.007, -0.038, -0.076], [0.163, -0.256, 0.143], [0.101, -0.035, 0.095], [2.477, -0.924, 0.063], [-0.188, -1.646, -1.720], [-0.302, 0.394, -0.125], [0.008, -0.286, -0.113], [-0.221, -0.429, 0.885], [-0.084, -0.016, -0.141], [-0.384, 0.138, -0.479]]}

***

[2]
{"formula": "C5H12N2", "method": "ωB97M-V with the def2-TZVPD basis set", "total_charge": 0, "lumo_ev": 1.0, "e_above_lowest_kj_mol": 179.8, "homo_ev": -9.02, "smiles": "[H]/N=C/NCCCC", "gap_ev": 10.05, "elements": ["H", "H", "H", "H", "C", "N", "C", "H", "C", "H", "C", "H", "C", "H", "H", "N", "H", "H", "H"], "coordinates": [[1.148525, 1.210778, -1.362429], [2.388903, 0.223388, -0.597052], [1.141895, -2.317091, -0.101601], [-2.862043, 2.095774, 2.010566], [0.659498, 0.401619, 0.603669], [-2.571621, 1.778907, 1.092167], [1.489884, -2.313898, -1.111736], [1.178264, -3.179803, -1.668111], [0.951240, -0.995242, -1.643636], [2.560341, -2.312177, -1.215110], [1.344148, 0.218284, -0.769606], [1.171131, -0.230862, 1.272270], [-1.561131, 0.962838, 1.520296], [-0.097268, -1.146695, -1.741393], [-1.209760, 0.569453, -0.363786], [-0.786042, 0.297122, 0.523853], [1.386720, -0.898164, -2.679625], [0.956611, 1.278382, 1.037389], [-1.561514, 0.533209, 2.502813]], "forces_ev_per_angstrom": [[0.226, -1.779, 0.809], [1.207, -0.140, 0.138], [0.204, -0.844, 0.913], [-1.222, 0.311, 0.019], [-0.121, -1.537, -2.156], [4.374, -2.476, 2.349], [0.155, 0.901, -0.203], [-0.608, -0.287, -0.134], [1.419, -0.126, -1.070], [0.645, 0.005, 0.556], [-1.858, 2.076, -1.352], [-0.251, -1.991, 1.033], [-3.157, 0.950, -4.352], [-1.057, 0.472, -0.147], [0.658, 0.034, 0.052], [-1.325, 0.550, 1.384], [-0.617, 0.427, 0.900], [0.605, 3.082, 0.467], [0.724, 0.373, 0.794]]}

***

[3]
{"formula": "C5H12N2", "method": "ωB97M-V with the def2-TZVPD basis set", "total_charge": 0, "lumo_ev": 1.1, "e_above_lowest_kj_mol": 160.5, "homo_ev": -8.03, "smiles": "CN/C=C/CCN", "gap_ev": 9.18, "elements": ["H", "H", "H", "H", "C", "C", "H", "H", "C", "N", "C", "H", "H", "H", "H", "H", "N", "H", "C"], "coordinates": [[-1.030313, 0.111604, -0.837423], [1.530070, 0.767466, -1.590939], [-1.907661, 1.645934, 3.493071], [1.965048, -1.373849, -2.659365], [-0.083714, 0.633085, 0.930651], [-0.068479, 0.216672, -0.339504], [0.099521, -3.034422, -2.363009], [-0.117571, 1.533987, 3.282511], [0.986378, -1.189623, -2.215324], [-1.204331, 0.596747, 1.786909], [-1.063516, 1.690687, 2.790679], [0.920399, 0.790762, 1.322938], [-2.073456, 0.732470, 1.287662], [-0.480566, -2.120152, -1.060012], [0.364958, -0.675297, -2.994345], [1.951400, -0.529740, -0.437393], [0.294872, -2.338894, -1.658914], [-1.254981, 2.691314, 2.362396], [1.171936, -0.148756, -1.100585]], "forces_ev_per_angstrom": [[-0.022, -0.226, -0.155], [0.329, -0.181, 0.052], [0.452, -0.522, 0.240], [-0.122, -0.571, 0.116], [0.241, -1.572, -1.207], [-0.632, 0.008, 0.242], [-0.364, -0.011, 0.232], [0.183, 0.467, 0.254], [-1.669, 1.477, 0.346], [1.006, 1.874, 0.583], [-1.987, -0.258, -0.318], [-0.423, 0.055, 0.845], [0.019, -0.263, -0.244], [-0.196, 0.096, -0.176], [0.424, -0.362, 0.169], [-0.057, 0.212, 0.177], [1.387, -0.648, -0.498], [0.978, -0.178, -0.109], [0.454, 0.603, -0.550]]}

***

[4]
{"formula": "C5H12N2", "method": "ωB97M-V with the def2-TZVPD basis set", "total_charge": 0, "lumo_ev": 0.9, "e_above_lowest_kj_mol": 60.9, "homo_ev": -9.61, "smiles": "[H]/N=C(/C)[C@H](N)CC", "gap_ev": 10.54, "elements": ["H", "C", "C", "H", "H", "N", "H", "H", "N", "C", "H", "H", "H", "C", "C", "H", "H", "H", "H"], "coordinates": [[2.277925, 0.624159, -1.106868], [-0.534706, 0.332877, 1.924809], [-1.127854, -0.414381, 0.758722], [-0.444334, 1.391829, 1.672399], [-1.181012, 0.237670, 2.802759], [-2.340951, -0.861160, 0.860808], [0.449599, -0.071588, 2.170897], [1.328141, -1.743778, -1.066093], [0.821450, -1.522316, -0.210300], [1.454707, 1.267697, -0.779570], [-2.632213, -1.349788, 0.007528], [-0.947471, -1.160459, -1.223930], [-0.667394, 1.444790, -1.019536], [0.107287, 0.687848, -1.194702], [-0.297708, -0.629265, -0.515929], [1.530554, 1.403868, 0.301628], [0.461783, -2.407089, 0.149748], [1.599266, 2.244705, -1.252728], [0.142932, 0.524384, -2.279642]], "forces_ev_per_angstrom": [[-0.100, 0.086, 0.181], [-0.123, -0.250, 0.002], [-1.599, -0.729, -0.181], [0.144, -0.020, 0.034], [0.032, 0.010, -0.280], [1.505, 0.548, -0.027], [0.026, 0.161, -0.115], [-0.042, 0.069, 0.213], [0.414, 0.012, 0.051], [0.198, 0.062, 0.021], [0.198, 0.158, 0.089], [-0.381, 0.292, 0.086], [-0.042, -0.264, -0.043], [0.349, 0.157, -0.116], [-0.569, -0.403, 0.096], [0.050, -0.059, -0.110], [0.089, 0.295, -0.111], [-0.029, -0.119, 0.065], [-0.120, -0.008, 0.146]]}

***

[5]
{"formula": "C5H12N2", "method": "ωB97M-V with the def2-TZVPD basis set", "total_charge": 0, "lumo_ev": 0.7, "e_above_lowest_kj_mol": 426.4, "homo_ev": -7.09, "gap_ev": 7.81, "elements": ["H", "H", "H", "H", "H", "N", "H", "C", "C", "C", "H", "H", "H", "H", "C", "N", "H", "C", "H"], "coordinates": [[1.332128, 2.992922, -0.016198], [1.521579, 0.388202, -1.700996], [2.016481, 1.593634, 1.726238], [-2.653856, -0.785311, 0.986658], [-0.167098, -1.663401, -2.404809], [1.018847, 1.743775, 1.631036], [-1.662314, -2.194890, 0.645624], [-0.624402, -0.269544, 0.551478], [0.190510, -1.739234, -1.373497], [-1.651020, -1.202655, 1.112900], [-0.323933, -2.569698, -0.895870], [-1.501009, -1.351572, 2.185153], [0.273784, 0.612871, 1.484294], [0.092676, 1.198893, -1.821302], [0.635855, 2.523476, 0.672717], [0.694612, 0.682787, -1.188222], [1.256714, -1.984973, -1.421253], [-0.026087, -0.442413, -0.627193], [-0.423467, 2.467129, 0.453244]], "forces_ev_per_angstrom": [[-0.156, 0.507, 0.339], [-0.153, 0.054, -0.090], [0.178, 0.410, -0.048], [0.059, 0.064, 0.044], [0.034, -0.134, -0.067], [-0.238, 0.838, -0.880], [-0.048, -0.008, -0.022], [1.251, 1.166, 1.693], [-0.728, 0.193, -0.361], [0.322, -0.425, 0.146], [0.034, -0.043, -0.001], [-0.077, 0.014, -0.016], [-2.476, -0.755, -1.690], [0.126, -0.103, -0.004], [1.088, -1.905, 0.916], [0.208, -0.026, -0.095], [-0.001, 0.136, 0.084], [0.673, -0.346, 0.121], [-0.097, 0.364, -0.068]]}

***

[6]
{"formula": "C5H12N2", "method": "ωB97M-V with the def2-TZVPD basis set", "total_charge": 1, "lumo_ev": [-3.1, -7.7], "e_above_lowest_kj_mol": 350.8, "homo_ev": [-13.77, -13.75], "spin_multiplicity": 2, "s2": 0.755, "gap_ev": [10.63, 6.03], "elements": ["H", "H", "H", "C", "C", "C", "N", "N", "H", "H", "C", "H", "H", "H", "H", "C", "H", "H", "H"], "coordinates": [[-0.605539, -0.800114, 1.480885], [-0.921052, -3.142621, 0.917121], [1.015670, -0.220619, 1.261465], [0.410834, -2.392975, -0.508180], [0.298422, 2.085940, -0.111351], [-0.069048, -0.964163, -0.598217], [-0.175962, 3.409100, -0.720747], [-0.417455, 1.165438, 0.701177], [0.868636, 1.538478, -0.829205], [0.582565, -0.309869, -1.319173], [-0.075303, -3.247524, 0.310958], [0.076539, 3.972759, 0.105859], [1.027608, -2.811884, -1.260467], [1.136170, 2.426141, 0.500974], [-1.448262, 1.216341, 0.824480], [0.076877, -0.231370, 0.785138], [-1.178655, 3.253080, -1.038276], [-1.077619, -0.698156, -0.973424], [0.475573, -4.247981, 0.470984]], "forces_ev_per_angstrom": [[0.583, 0.887, -0.493], [-0.993, 0.581, 1.159], [1.554, -0.085, -0.032], [-0.589, 2.013, -1.656], [0.748, 2.586, -0.374], [1.526, 2.810, -1.406], [-0.583, -3.736, 1.730], [-1.396, -1.383, -0.971], [0.132, -0.873, -0.904], [-0.816, -1.610, 1.044], [1.089, -4.190, 1.960], [-1.581, 0.914, -1.152], [1.303, 0.454, -0.512], [0.375, -0.137, 0.502], [0.822, 0.527, -0.025], [-2.611, -0.536, 0.660], [1.535, 1.263, 0.945], [0.159, -0.949, 0.228], [-1.258, 1.466, -0.704]]}